(1)
C17H19FFeN3O7S2SbSe4 | wB97M-V/def2-TZVPD

## Properties
Relative energy (zero: lowest compared OMol25 entry of this formula, charge and spin): 22.4 kcal/mol
Multiplicity: 6
Max |F|: 0.68 eV/Å
Total charge: -1
<S²>: 8.859

Geometry as XYZ:
```
55
Properties=species:S:1:pos:R:3:forces:R:3
Fe -0.2122 0.0815 -2.0703 -0.016 0.345 0.330
C 4.3733 2.1392 3.3481 0.008 -0.003 0.006
C 3.3805 1.1007 3.8506 -0.035 -0.045 -0.053
C 2.7280 1.5628 5.1436 -0.015 0.031 0.004
C 1.7651 0.5090 5.6577 0.003 -0.015 -0.027
C 0.7375 0.2061 4.6037 -0.007 -0.006 0.019
C -0.5258 -0.2207 4.9437 0.013 -0.023 -0.053
C -1.4593 -0.5037 3.9515 -0.011 0.013 0.051
F -2.6828 -0.9207 4.3345 0.007 0.001 0.011
C -1.1683 -0.3693 2.6271 -0.070 0.058 -0.031
C 0.1083 0.0723 2.2617 0.069 0.096 -0.207
C 0.4208 0.1991 0.8278 0.141 -0.015 0.242
O -0.4683 -0.0544 -0.0018 -0.229 -0.115 0.104
C 1.7531 0.6008 0.5170 -0.117 0.004 -0.021
C 2.6116 0.8811 1.5354 -0.027 0.041 -0.026
N 2.3264 0.8077 2.8472 0.019 0.022 0.072
C 1.0613 0.3661 3.2408 0.059 -0.007 0.021
C 2.3268 0.7155 -0.8800 -0.124 -0.077 0.018
O 3.4345 1.2024 -1.0145 0.116 -0.008 0.022
O 1.6373 0.1942 -1.8391 0.514 -0.004 0.068
H 4.9938 2.4565 4.1862 0.012 -0.005 0.001
H 3.8524 3.0128 2.9543 -0.004 0.016 0.008
H 5.0379 1.7574 2.5766 0.001 0.001 -0.012
H 3.9114 0.1623 4.0494 -0.007 0.005 0.010
H 2.1975 2.5014 4.9559 0.005 0.007 0.017
H 3.5121 1.7657 5.8741 0.007 -0.010 -0.006
H 1.2731 0.8329 6.5754 -0.010 0.015 -0.005
H 2.3233 -0.4015 5.8997 -0.002 -0.001 0.018
H -0.8028 -0.3437 5.9830 -0.008 0.001 0.007
H -1.8893 -0.5979 1.8541 -0.001 0.049 0.026
H 3.6040 1.1961 1.2525 0.011 0.004 0.001
O 0.4314 3.3478 -3.7541 -0.139 -0.211 0.213
S -0.5267 2.3652 -3.3234 -0.201 0.142 -0.509
O -1.9172 2.7249 -3.6679 0.212 -0.230 0.009
O -0.2395 0.9691 -3.8891 -0.098 0.145 -0.165
O -0.4302 2.0455 -1.8378 -0.018 0.134 0.071
Se -3.1189 -4.6435 -1.8038 -0.053 -0.089 -0.060
Sb -0.9918 -4.1346 -0.8648 0.185 0.641 0.118
Se -0.6206 -3.3594 1.4342 0.022 -0.279 -0.213
Se 0.9819 -5.5010 -0.7207 0.002 -0.092 0.067
Se -0.0318 -2.2531 -2.4534 -0.229 -0.460 -0.345
C -3.1815 -2.5187 -5.4026 -0.015 -0.062 -0.026
N -3.1119 -1.9237 -4.0784 0.063 -0.120 -0.121
C -2.9321 -0.6529 -3.7312 0.128 -0.161 0.264
S -2.5287 -0.3752 -2.0360 -0.090 -0.101 -0.021
N -3.0773 0.3924 -4.5011 0.188 0.477 0.020
C -3.3529 0.4636 -5.9248 -0.006 -0.033 -0.043
H -3.0488 -3.5915 -5.2646 0.005 0.058 -0.025
H -2.3825 -2.1540 -6.0467 -0.019 0.004 -0.008
H -4.1456 -2.3544 -5.8822 0.002 -0.029 0.001
H -2.9596 -2.5906 -3.3261 -0.135 0.061 0.087
H -2.7040 1.2949 -4.1099 -0.105 -0.189 0.089
H -4.1279 -0.2349 -6.2292 0.022 0.047 0.022
H -2.4460 0.2972 -6.5082 -0.017 -0.021 -0.016
H -3.6988 1.4751 -6.1243 -0.006 -0.007 -0.027
```
Positions in Å, forces in eV/Å.

Results of the natural (NBO) charge analysis, in e, for atoms 1 through 2: atom 1 (Fe): 1.308, atom 2 (C): -0.620

(2)
C5H6N2O4 | wB97M-V/def2-TZVPD

## Properties
Relative energy (zero: lowest compared OMol25 entry of this formula, charge and spin): 129.6 kcal/mol
Max |F|: 5.51 eV/Å
SMILES: N#CC1=COCCO1.O=NO
Total charge: 0

Geometry as XYZ:
```
17
Properties=species:S:1:pos:R:3:forces:R:3
C -2.2803 -1.3290 -1.4501 0.848 0.158 0.118
C 0.8967 0.1232 0.8389 -0.563 1.433 -3.861
C 1.0434 -1.1354 -0.1037 -3.701 -0.478 4.059
C -1.4213 -0.1729 0.4598 0.775 1.045 1.530
C -1.1485 -0.8179 -0.7035 -1.055 0.055 0.629
N -3.1645 -1.7830 -2.0249 -0.140 0.033 -0.091
N 0.1795 1.7681 -2.3900 -0.635 0.709 0.042
O -0.8777 1.3991 -3.2812 0.735 0.092 -0.248
O -0.1891 2.5715 -1.6136 0.187 -1.129 -0.852
O -0.4219 0.2904 1.3345 -0.684 -1.170 -0.750
O 0.1130 -1.1667 -1.1652 -1.486 0.598 0.538
H 1.6395 0.1034 1.5539 1.002 -0.638 2.304
H 1.1548 1.1114 0.3414 -0.371 -1.192 -0.220
H 1.9231 -1.1716 -0.6111 2.960 -0.424 -0.599
H 0.7642 -2.0246 0.6879 1.109 1.588 -2.189
H -0.4368 0.9292 -4.0353 -0.286 0.308 1.075
H -2.4055 0.1475 0.9461 1.307 -0.988 -1.486
```
Positions in Å, forces in eV/Å.

Results of the natural (NBO) charge analysis, in e, for atoms 1 through 2: atom 1 (C): 0.249, atom 2 (C): -0.107

(3)
C19H42P2ReSi | wB97M-V/def2-TZVPD

## Properties
Relative energy (zero: lowest compared OMol25 entry of this formula, charge and spin): 131.3 kcal/mol
Multiplicity: 4
Max |F|: 9.02 eV/Å
Total charge: +2
<S²>: 3.769

Geometry as XYZ:
```
65
Properties=species:S:1:pos:R:3:forces:R:3
P 0.5574 2.1401 -0.3609 1.191 3.711 -1.846
P 1.4229 -1.0373 -1.2017 -0.682 -2.987 -8.482
C 1.8195 1.3801 -1.7168 -0.375 1.170 1.234
C 0.9435 0.4086 -2.4079 1.099 -1.599 0.402
H 2.7476 0.9823 -1.1098 0.095 0.524 -1.776
H 2.2001 2.1917 -2.3074 0.452 0.374 0.174
H -0.1464 0.5588 -2.3478 0.570 0.310 -0.003
H 1.2346 0.1394 -3.4223 -0.068 0.439 -0.006
C 3.0791 -1.2638 -2.0509 0.092 -0.482 0.367
H 3.4776 -2.2147 -1.6706 0.262 0.293 -0.198
H 3.7843 -0.4450 -1.8592 -0.009 -0.440 0.134
H 2.9335 -1.3462 -3.1354 0.227 -0.006 0.435
C 0.6440 -2.1115 -2.7967 -0.424 -1.081 1.344
H 1.1764 -1.8003 -3.7134 -0.124 0.056 0.888
H -0.4320 -1.9333 -2.9548 0.377 -0.102 0.422
H 0.8430 -3.1834 -2.6372 -0.274 0.399 -0.039
C 1.7598 3.3572 0.3395 -0.768 1.027 0.553
H 1.4340 3.6208 1.3587 0.295 0.089 -0.527
H 1.6226 4.2141 -0.3211 0.659 0.215 0.479
H 2.8071 3.0199 0.3792 -0.463 0.174 -0.124
C 0.1969 3.3996 -1.8090 -0.569 -0.698 0.077
H -0.3787 2.9592 -2.6222 -0.103 0.130 0.046
H 1.1877 3.7162 -2.1698 -0.711 -0.070 0.155
H -0.2984 4.2501 -1.3502 -0.277 0.016 -0.100
Re 1.7796 0.4300 0.3909 0.718 -0.473 7.880
C -3.6736 -1.8218 -1.6560 0.674 -0.874 0.085
C -2.5586 -1.7505 -0.8936 -1.288 -1.089 -2.397
C -1.9856 -0.5374 -0.3595 0.647 2.181 1.797
C -2.8298 0.6657 0.2462 0.826 -0.185 -0.122
C -3.1082 1.7619 -0.7718 0.070 -0.961 3.046
C -3.6120 1.4816 -1.9922 -1.262 -0.201 -1.661
C -4.6114 0.4043 -2.3515 1.045 0.231 -0.701
C -4.7767 -0.8607 -1.5130 -0.898 0.479 0.604
C 2.1737 1.4448 2.4757 -0.183 0.753 -0.079
H -3.8387 -2.6062 -2.4222 0.228 0.079 1.023
H -1.9223 -2.6277 -0.8759 0.282 0.100 -0.194
H -1.2945 -0.0272 -1.0753 -0.434 -0.803 0.195
H -1.3289 -0.8528 0.4597 -0.120 0.380 -0.171
H -3.7211 0.2517 0.7398 -0.091 0.477 -0.153
H -2.2264 1.1126 1.0648 -0.357 -0.260 -0.450
H -2.9442 2.7872 -0.3868 0.103 -0.425 -0.799
H -3.3181 2.1482 -2.8161 -0.390 -0.132 0.177
H -4.3322 0.1264 -3.3787 -0.172 0.069 -0.087
H -5.6087 0.8492 -2.4759 0.130 0.418 0.062
H -4.9149 -0.6295 -0.4574 -0.123 0.118 -0.170
H -5.7242 -1.3449 -1.7953 0.316 0.270 -0.168
H 1.2392 1.4722 3.0525 0.038 -0.090 -0.199
H 2.5205 2.4818 2.4676 -0.107 -0.132 -0.323
H 2.9319 0.9862 3.1209 -0.432 -0.087 -0.481
C 3.1696 -1.1651 2.6234 0.445 -0.239 -0.391
Si 1.4233 -1.4920 3.2553 -0.258 -0.902 0.083
C 1.6645 -3.3274 3.8045 -0.536 0.392 -0.690
C 0.3019 -0.9389 4.6701 0.054 0.828 0.024
C 0.6117 -0.7485 1.6841 -1.333 -1.241 -0.121
H 3.8207 -0.6879 3.3514 0.473 0.010 -0.380
H 3.1558 -0.5269 1.6633 0.462 -0.411 0.730
H 3.5796 -2.1315 2.3077 0.080 0.130 0.184
H 2.5355 -3.3375 4.5009 -0.518 -0.004 -0.514
H 0.7644 -3.6547 4.3572 0.539 -0.085 -0.293
H 1.8580 -3.9998 2.9451 0.005 0.140 0.628
H -0.0635 0.1045 4.5384 0.254 -0.629 0.354
H -0.5926 -1.6147 4.6714 0.804 0.442 -0.127
H 0.8106 -1.0533 5.6426 -0.344 0.146 -0.276
H 0.3039 -1.6201 1.0501 -0.324 0.648 0.811
H -0.2745 -0.1537 2.0256 0.502 -0.530 -0.343
```
Positions in Å, forces in eV/Å.

Results of the natural (NBO) charge analysis, in e, for atoms 1 through 2: atom 1 (P): 0.878, atom 2 (P): 0.900